{
  "formula": "C3H5N3O",
  "method": "ωB97M-V/def2-TZVPD",
  "charge": 0,
  "homo_energy_ev": -9.8,
  "smiles": "OCc1nc[nH]n1",
  "homo_lumo_gap_ev": 10.52,
  "elements": ["O", "C", "C", "N", "N", "C", "N", "H", "H", "H", "H", "H"],
  "positions_angstrom": [[1.016, 1.123, -1.722], [1.318, 1.143, -0.349], [0.278, 0.219, 0.234], [-0.526, -0.291, -0.683], [-1.352, -1.077, -0.010], [-1.000, -1.052, 1.283], [0.011, -0.229, 1.484], [0.113, 0.615, -1.746], [1.267, 2.153, 0.099], [2.329, 0.770, -0.091], [-1.960, -1.706, -0.513], [-1.493, -1.668, 2.013]],
  "forces_ev_per_a": [[-0.495, 0.067, -0.182], [-0.236, -0.174, 0.452], [-0.245, -0.161, -0.244], [-0.221, -0.084, 0.212], [-0.017, -0.425, 0.400], [-0.054, -0.181, 0.290], [-0.105, -0.140, -0.047], [2.027, 1.160, -0.674], [-0.216, -0.248, -0.208], [-0.345, -0.027, -0.442], [-0.068, 0.153, 0.236], [-0.025, 0.060, 0.206]],
  "mulliken_charge": [-0.595, -0.115, 0.185, -0.490, 0.089, -0.030, -0.597, 0.534, 0.180, 0.195, 0.238, 0.405]
}

{
  "formula": "C3H5N3O",
  "method": "ωB97M-V/def2-TZVPD",
  "charge": 0,
  "homo_energy_ev": -9.0,
  "smiles": "Cn1nncc1O",
  "homo_lumo_gap_ev": 9.35,
  "elements": ["C", "C", "C", "H", "H", "H", "H", "H", "N", "N", "N", "O"],
  "positions_angstrom": [[0.287, 0.572, -1.850], [-0.105, -0.541, 1.450], [-0.747, 0.002, 0.325], [-0.775, 0.958, -1.940], [0.428, -0.228, -2.627], [1.008, 1.419, -1.727], [-0.511, -0.634, 2.506], [-2.409, 0.726, 0.696], [0.277, 0.093, -0.571], [1.449, -0.312, 0.001], [1.222, -0.700, 1.197], [-1.873, 0.499, -0.106]],
  "forces_ev_per_a": [[-1.499, 1.857, -1.922], [-1.943, 0.579, 1.815], [4.372, -0.980, 0.023], [1.381, 0.003, -0.655], [0.388, 1.059, 0.694], [-0.421, -0.634, -1.608], [0.540, -0.134, -1.739], [0.289, -0.233, -1.178], [0.871, -2.405, 3.981], [-0.012, -0.173, -0.959], [-0.941, 0.387, -0.100], [-3.024, 0.674, 1.649]],
  "mulliken_charge": [-0.686, -0.581, 0.715, 0.243, 0.254, 0.290, 0.307, 0.347, 0.568, -0.571, -0.370, -0.517]
}

{
  "formula": "C3H5N3O",
  "method": "ωB97M-V/def2-TZVPD",
  "charge": 0,
  "homo_energy_ev": -10.3,
  "smiles": "OCc1ncn[nH]1",
  "homo_lumo_gap_ev": 11.10,
  "elements": ["O", "C", "C", "N", "N", "C", "N", "H", "H", "H", "H", "H"],
  "positions_angstrom": [[-2.095, 1.110, -0.280], [-1.568, -0.103, 0.189], [-0.053, -0.161, 0.136], [0.772, 0.654, -0.668], [2.064, 0.133, -0.526], [1.931, -0.825, 0.326], [0.639, -1.100, 0.714], [-1.770, 1.247, -1.179], [-1.989, -0.975, -0.346], [-1.886, -0.211, 1.232], [1.148, 1.544, -0.323], [2.806, -1.312, 0.725]],
  "forces_ev_per_a": [[0.113, 0.171, -0.233], [0.274, -0.099, 0.178], [0.275, 0.082, 0.135], [0.230, -0.281, 0.422], [0.518, -0.668, 0.420], [0.313, -0.335, -0.217], [-0.112, 0.226, -0.154], [-0.109, 0.042, 0.054], [0.298, 0.252, 0.044], [0.158, 0.052, -0.172], [-1.836, 0.953, -0.420], [-0.121, -0.396, -0.056]],
  "mulliken_charge": [-0.522, -0.319, 0.488, -0.009, -0.621, -0.055, -0.528, 0.324, 0.212, 0.282, 0.331, 0.418]
}

{
  "formula": "C3H5N3O",
  "method": "ωB97M-V/def2-TZVPD",
  "charge": 0,
  "homo_energy_ev": -10.0,
  "smiles": "[H]/N=C/N/C(C=O)=N/[H]",
  "homo_lumo_gap_ev": 9.30,
  "elements": ["C", "C", "C", "H", "H", "H", "H", "H", "N", "N", "N", "O"],
  "positions_angstrom": [[-1.653, -0.841, 0.021], [0.587, 0.388, 0.173], [2.035, 0.129, 0.105], [-3.353, 0.119, -0.645], [-1.996, -1.911, -0.333], [0.420, -1.587, 0.464], [1.110, 2.160, -0.084], [2.594, 1.239, 0.248], [-2.358, 0.258, -0.201], [-0.200, -0.742, 0.577], [0.190, 1.682, 0.037], [2.624, -0.894, -0.361]],
  "forces_ev_per_a": [[-0.542, 1.758, -1.291], [-2.889, 2.593, 1.425], [4.180, -0.550, -2.731], [2.649, -0.362, 1.140], [0.987, 1.955, 1.161], [-1.457, 0.897, 0.014], [-0.864, 0.077, -0.052], [-0.671, -2.983, -0.114], [0.604, -3.415, 0.296], [-1.338, 0.636, -2.577], [1.978, -4.472, 0.271], [-2.636, 3.864, 2.459]],
  "mulliken_charge": [0.064, 0.631, -0.080, 0.255, 0.265, 0.321, 0.196, 0.162, -0.509, -0.295, -0.531, -0.478]
}

{
  "formula": "C3H5N3O",
  "method": "ωB97M-V/def2-TZVPD",
  "charge": 0,
  "homo_energy_ev": -9.6,
  "smiles": "[H]/N=C/N=C=NCO",
  "homo_lumo_gap_ev": 10.25,
  "elements": ["O", "C", "C", "N", "N", "C", "N", "H", "H", "H", "H", "H"],
  "positions_angstrom": [[2.432, -0.512, -1.503], [1.636, 0.563, -1.110], [-0.050, -0.150, 0.269], [0.302, 0.061, -0.866], [-2.468, -0.005, 0.697], [-1.711, -0.295, 1.674], [-0.330, -0.369, 1.457], [1.988, -0.896, -2.269], [1.609, 1.407, -1.817], [2.047, 0.880, -0.151], [-3.445, -0.074, 0.946], [-2.011, -0.608, 2.673]],
  "forces_ev_per_a": [[0.136, 0.148, -0.599], [0.614, 0.340, 0.407], [0.592, 0.251, -0.295], [-0.673, -0.308, 0.893], [-0.187, -0.133, 0.481], [-0.361, -0.137, -0.192], [-0.257, -0.264, -0.662], [0.217, -0.167, -0.031], [-0.023, -0.429, 0.050], [0.233, 0.372, -0.223], [-0.216, 0.108, 0.155], [-0.077, 0.219, 0.015]],
  "mulliken_charge": [-0.500, -0.260, 0.785, -0.390, -0.552, -0.076, -0.537, 0.329, 0.278, 0.320, 0.221, 0.381]
}

{
  "formula": "C3H5N3O",
  "method": "ωB97M-V/def2-TZVPD",
  "charge": 0,
  "homo_energy_ev": -8.4,
  "smiles": "[H]/N=c1/occn1N",
  "homo_lumo_gap_ev": 9.17,
  "elements": ["C", "C", "C", "H", "H", "H", "H", "H", "N", "N", "N", "O"],
  "positions_angstrom": [[0.978, -0.976, -0.142], [1.876, 0.002, 0.101], [0.007, 1.078, -0.238], [-1.660, -0.728, 1.060], [-2.303, -0.659, -0.597], [1.217, -2.124, 0.085], [2.942, -0.005, 0.395], [-1.812, 1.350, 0.002], [-1.453, -0.894, -0.068], [-0.141, -0.262, -0.436], [-1.014, 1.901, 0.078], [1.362, 1.317, -0.241]],
  "forces_ev_per_a": [[3.312, -0.904, 2.065], [1.684, 0.411, -0.735], [-2.909, 2.769, 1.263], [0.797, -0.212, -3.901], [1.177, 0.500, -0.105], [-1.339, 2.952, -0.926], [-0.986, -0.024, -0.504], [-1.789, -0.982, -0.163], [1.306, 0.288, 3.335], [-5.937, -2.420, -0.461], [5.779, -0.656, -1.176], [-1.096, -1.723, 1.308]],
  "mulliken_charge": [-0.150, -0.257, 0.528, 0.297, 0.273, 0.278, 0.361, 0.282, -0.775, 0.223, -0.716, -0.345]
}

{
  "formula": "C3H5N3O",
  "method": "ωB97M-V/def2-TZVPD",
  "charge": 0,
  "homo_energy_ev": -8.6,
  "homo_lumo_gap_ev": 9.40,
  "elements": ["N", "C", "C", "N", "C", "O", "N", "H", "H", "H", "H", "H"],
  "positions_angstrom": [[1.819, -0.136, -0.038], [0.454, -0.209, 0.163], [-0.449, 0.893, 0.376], [-1.559, 0.604, -0.462], [-1.647, -0.760, -0.611], [-0.400, 0.047, 1.484], [-0.342, -1.171, -0.489], [2.396, -0.957, -0.134], [2.302, 0.735, 0.127], [-0.139, 1.912, 0.578], [-2.386, 1.166, -0.365], [-0.049, -2.125, -0.629]],
  "forces_ev_per_a": [[-0.168, 0.013, 0.356], [-0.276, 0.093, 0.414], [0.162, 0.462, -0.272], [-0.510, -0.277, 0.699], [0.420, 0.032, -1.609], [2.015, -0.142, 0.566], [-0.463, 0.008, -0.225], [-0.260, 0.055, 0.312], [-0.257, -0.332, 0.036], [-0.162, 0.209, -0.378], [-0.249, -0.254, -0.056], [-0.252, 0.133, 0.158]],
  "mulliken_charge": [-0.420, 0.390, -0.078, -0.136, -0.432, -0.551, 0.003, 0.182, 0.196, 0.422, 0.242, 0.181]
}

{
  "formula": "C3H5N3O",
  "method": "ωB97M-V/def2-TZVPD",
  "charge": 0,
  "homo_energy_ev": -7.8,
  "homo_lumo_gap_ev": 7.93,
  "elements": ["N", "C", "C", "N", "C", "O", "N", "H", "H", "H", "H", "H"],
  "positions_angstrom": [[2.002, -0.034, 0.070], [0.639, -0.094, -0.212], [-0.170, 1.078, -0.102], [-1.461, 0.830, -0.155], [-1.829, -0.805, 0.517], [-2.765, -1.424, 0.211], [-0.055, -1.196, -0.320], [2.547, -0.763, -0.370], [2.417, 0.874, -0.090], [0.243, 1.989, 0.331], [-2.040, 1.583, 0.217], [0.473, -2.038, -0.095]],
  "forces_ev_per_a": [[0.057, 0.017, -0.118], [-0.220, -0.150, -0.037], [-0.165, -0.082, 0.039], [0.287, 0.188, 0.008], [-0.787, -0.535, -0.113], [0.787, 0.519, 0.214], [0.256, 0.208, 0.017], [-0.070, 0.080, 0.076], [-0.056, -0.096, 0.058], [-0.058, -0.130, -0.066], [0.015, -0.062, -0.041], [-0.047, 0.042, -0.038]],
  "mulliken_charge": [-0.540, 0.514, -0.338, -0.225, 0.103, -0.328, -0.423, 0.254, 0.237, 0.268, 0.264, 0.213]
}

Short version: relative energy (zero: lowest compared OMol25 entry of this formula, charge and spin) = 38.7; 65.3; 51.5; 87.3; 63.1; 99.0; 84.6; 75.2 kcal/mol, in the order given.